104
Properties=species:S:1:pos:R:3:forces:R:3 method="wB97M-V/def2-TZVPD" charge=-2 relative_energy_kj_mol=0.00 multiplicity=1 e_homo_ev=-2.587 largest_force_ev_per_a=0.35 lumo_energy_ev=3.58
Sn -0.67885 -1.82341 0.63479 0.1 -0.1 -0.1
Cl 5.07130 -1.63132 -3.20912 0.2 -0.3 0.0
C 3.68537 -2.28402 -2.36917 0.0 -0.1 0.1
C 3.29764 -1.68108 -1.17910 0.1 -0.2 0.1
C 2.17947 -2.14786 -0.50164 0.1 0.0 0.0
N 1.62418 -1.58761 0.63882 0.1 -0.1 0.2
C 2.28729 -0.81315 1.48754 0.0 0.1 0.0
O 3.45130 -0.39342 1.43989 0.0 0.0 -0.1
C 1.42957 -0.42844 2.67945 0.0 0.0 0.0
C 1.88546 0.53474 3.56689 0.0 0.0 0.0
C 1.09492 0.86442 4.65383 0.0 0.0 0.0
C -0.11140 0.20570 4.83144 0.0 0.0 0.0
C -0.49499 -0.74390 3.89812 0.0 0.0 0.0
N 0.25486 -1.04574 2.83792 0.0 -0.1 0.1
C 1.46428 -3.26358 -1.00905 0.0 -0.1 0.0
C 1.88470 -3.86938 -2.18352 0.1 0.0 0.0
C 2.98548 -3.36576 -2.87118 0.0 0.0 0.0
Cl 3.44196 -4.11793 -4.37528 0.0 0.0 0.0
N 0.34066 -3.61285 -0.26808 0.1 0.0 0.0
C -0.08254 -4.86509 -0.08774 -0.1 0.0 0.0
O 0.31899 -5.90193 -0.61780 0.0 0.0 0.0
C -1.17933 -4.93519 0.95990 0.0 0.0 0.0
C -1.86024 -6.11979 1.17053 0.0 0.0 0.0
C -2.87228 -6.14299 2.11212 0.0 0.0 0.0
C -3.17637 -4.98453 2.80767 0.0 0.0 0.0
C -2.45380 -3.83577 2.54063 0.0 0.0 0.0
N -1.45618 -3.82538 1.65406 0.0 -0.1 0.0
H 3.85649 -0.84938 -0.77709 0.0 0.0 0.0
H 2.84512 0.99176 3.37098 0.0 0.0 0.0
H 1.41469 1.62685 5.35456 0.0 0.0 0.0
H -0.76930 0.42405 5.66134 0.0 0.0 0.0
H -1.44334 -1.25356 3.99502 0.0 0.0 0.0
H 1.35524 -4.73166 -2.55924 0.0 0.0 0.0
H -1.59509 -6.97401 0.56532 0.0 0.0 0.0
H -3.44214 -7.04885 2.27999 0.0 0.0 0.0
H -3.98414 -4.94626 3.52491 0.0 0.0 0.0
H -2.69569 -2.89151 3.01358 0.0 0.0 0.0
O -3.65675 -0.78331 4.29271 0.0 0.0 -0.1
C -3.49208 -0.25823 3.17378 -0.1 0.2 0.0
O -2.89355 -0.73123 2.17704 -0.1 -0.3 0.2
C -4.05626 1.13874 2.94156 0.0 0.0 0.1
C -5.22189 1.51752 3.60187 0.0 0.0 0.0
C -5.82076 2.73768 3.34064 0.0 0.0 0.0
C -5.24353 3.60288 2.41616 0.0 0.0 0.0
C -4.06575 3.24307 1.78210 0.0 0.0 0.0
C -3.44947 2.01860 2.04417 0.1 0.0 0.0
P -1.86815 1.53446 1.21223 0.0 0.0 0.0
C -0.95830 3.13492 1.14106 -0.1 0.0 0.0
C -1.02080 4.07500 2.17288 0.0 0.0 0.0
C -0.13962 5.14636 2.22369 0.0 0.0 0.0
C 0.83533 5.30244 1.24800 0.0 0.0 0.0
C 0.92768 4.36334 0.22935 0.0 0.0 0.0
C 0.04923 3.29196 0.18436 0.1 0.0 0.0
C -2.52199 1.33363 -0.50048 0.0 0.0 0.0
C -2.43472 2.29502 -1.50564 0.0 0.0 0.0
C -2.92190 2.03209 -2.77940 0.0 0.0 0.0
C -3.51665 0.80928 -3.06252 0.0 0.0 0.0
C -3.63611 -0.14459 -2.06127 0.0 0.0 0.0
C -3.14196 0.11607 -0.79152 -0.1 0.0 0.0
H -5.64363 0.81807 4.31229 0.0 0.0 0.0
H -6.74096 3.01244 3.84374 0.0 0.0 0.0
H -5.71095 4.55402 2.18844 0.0 0.0 0.0
H -3.61518 3.92273 1.06738 0.0 0.0 0.0
H -1.76392 3.96441 2.95316 0.0 0.0 0.0
H -0.21378 5.86037 3.03600 0.0 0.0 0.0
H 1.52526 6.13675 1.28873 0.0 0.0 0.0
H 1.69890 4.44980 -0.52684 0.0 0.0 0.0
H 0.16184 2.55153 -0.59913 0.0 0.0 0.0
H -1.98252 3.25868 -1.30507 0.0 0.0 0.0
H -2.83214 2.78815 -3.55169 0.0 0.0 0.0
H -3.88776 0.60272 -4.06002 0.0 0.0 0.0
H -4.09184 -1.11167 -2.24395 0.0 0.0 0.0
H -3.24997 -0.64004 -0.02321 -0.1 0.1 -0.1
C -1.41028 -2.71808 -3.18230 0.0 -0.1 0.0
O -0.69856 -1.62362 -2.60807 -0.1 0.0 0.0
C 0.29463 -1.09566 -3.32957 0.1 0.1 0.0
C 0.61971 -1.46049 -4.62177 0.0 0.0 0.0
C 1.73517 -0.88656 -5.23441 0.0 0.0 0.0
Br 2.15578 -1.39334 -7.01953 0.0 0.0 0.0
C 2.54334 0.00155 -4.58277 -0.1 0.1 0.0
C 2.22239 0.37629 -3.26549 0.0 0.1 -0.1
C 1.07639 -0.12619 -2.65123 0.1 -0.1 -0.1
O 0.71449 0.17527 -1.40588 -0.3 0.2 -0.1
C 3.14739 1.16587 -2.46319 0.0 0.1 -0.1
N 2.88129 1.62187 -1.26183 0.0 0.1 0.0
C 4.04967 2.20374 -0.80662 0.0 0.0 0.0
C 4.32919 2.80795 0.41456 0.0 0.0 0.0
C 5.60713 3.29738 0.60912 0.0 0.0 0.0
C 6.59209 3.18659 -0.38265 0.0 0.0 0.0
C 6.32840 2.58307 -1.59995 0.0 0.0 0.0
C 5.04152 2.09723 -1.78970 -0.1 -0.1 -0.1
N 4.43344 1.44469 -2.84557 -0.1 0.3 0.0
H -0.70632 -3.50659 -3.46662 0.0 0.0 0.0
H -1.97590 -2.38566 -4.05784 0.0 0.0 0.0
H -2.09339 -3.09368 -2.42120 0.0 0.1 0.0
H 0.03485 -2.20008 -5.14594 0.0 0.0 0.0
H 3.41781 0.39827 -5.08055 0.0 0.0 0.0
H 1.40310 0.76418 -1.00802 0.1 0.0 0.0
H 3.56591 2.86959 1.17843 0.0 0.0 0.0
H 5.85996 3.76563 1.55170 0.0 0.0 0.0
H 7.58450 3.57335 -0.18791 0.0 0.0 0.0
H 7.09343 2.48750 -2.35991 0.0 0.0 0.0
H 4.89370 1.04594 -3.64389 0.0 -0.1 0.1
Br -4.01953 -3.85194 -0.86324 0.0 0.0 0.0